(1)
ORCA calculation (the ωB97M-V functional and the def2-TZVPD basis) on a molecular structure, C20H17ClNO3PtS.

Geometry as XYZ:
```
44
Properties=species:S:1:pos:R:3:forces:R:3
C 1.162 3.093 0.164 0.69 -0.89 -0.34
C 3.547 -2.212 -0.337 -0.39 -0.40 0.17
C 5.634 -1.218 -1.923 -0.02 -0.04 0.06
C 5.221 -2.546 -2.070 -0.32 -0.18 0.24
H 5.687 -3.191 -2.803 0.01 -0.03 0.00
C 4.190 -3.018 -1.280 0.57 -0.23 -0.57
O 1.717 2.015 -0.099 -0.48 1.01 0.16
C -2.393 -2.588 0.394 0.42 -0.01 -0.13
H -0.137 5.411 0.313 0.04 0.02 -0.01
C -1.117 2.118 0.503 0.19 -0.86 0.15
H -2.669 -2.330 2.530 0.02 -0.02 0.03
O -0.757 0.904 0.612 -0.13 0.67 -0.17
C 2.065 4.309 0.234 0.21 0.09 0.03
H 1.892 4.892 1.139 0.00 0.03 0.02
H 5.216 0.590 -0.789 -0.03 0.01 -0.01
H -2.535 5.814 0.481 -0.01 0.02 0.00
C -4.453 -3.326 -0.740 -0.11 0.01 0.06
H -3.181 1.554 0.623 -0.01 0.01 0.00
C -2.149 4.803 0.477 0.04 0.11 0.00
C -0.253 3.257 0.361 -0.26 0.30 0.05
H -0.499 -2.375 -0.558 0.10 0.04 0.05
H -2.660 -2.817 -1.749 0.02 -0.02 -0.03
Pt 1.185 -0.286 0.530 0.79 -0.50 0.18
S 2.239 -2.677 0.625 -0.63 0.33 0.00
H -4.977 -3.577 -1.655 -0.04 -0.03 -0.07
C -0.806 4.562 0.388 0.20 -0.17 -0.04
C -1.053 -2.302 0.367 -0.58 -0.47 -0.17
C -2.525 2.414 0.557 -0.36 0.29 0.09
H 6.427 -0.788 -2.516 0.02 0.02 -0.03
O 3.434 -0.149 0.657 0.12 0.30 -0.10
C -3.154 -2.901 -0.787 -0.05 0.06 -0.32
H 3.827 -4.033 -1.371 0.02 0.01 -0.04
C 4.992 -0.447 -0.989 0.07 0.12 0.01
C -4.456 -3.059 1.654 -0.12 -0.03 -0.08
N 3.999 -0.938 -0.222 0.19 0.77 0.19
H -4.983 -3.100 2.599 -0.05 -0.01 0.08
C -5.118 -3.432 0.482 0.16 0.03 0.02
C -3.157 -2.635 1.611 -0.06 0.09 0.32
H 1.901 4.962 -0.625 0.00 0.05 -0.03
H -4.086 3.855 0.600 -0.01 -0.03 0.00
H 3.093 3.951 0.217 -0.03 0.02 0.00
C -3.013 3.694 0.548 -0.03 -0.52 0.01
Cl -6.764 -4.020 0.545 -0.45 -0.13 0.02
H -0.534 -2.232 1.303 0.29 0.16 0.21
```
Positions in Å, forces in eV/Å.

Computed properties:
total charge = -2
2S+1 = 2
calculated total energy = -2030.36956 a.u.
HOMO (spin up / spin down) = 0.90 / 0.88 eV

So, what does the Mulliken scheme give us? The charges, in e, come out as: C 1.041; C 0.439; C -0.761; C -0.054; H 0.341; C -0.823; O -0.564; C 0.778; H 0.234; C 0.222; H 0.253; O -0.731; C -1.477; H 0.390; H 0.403; H 0.336; C -0.430; H 0.481; C -0.788; C 0.151; H 0.203; H 0.263; Pt 0.606; S -0.432; H 0.330; C -0.436; C -1.305; C -0.586; H 0.358; O -0.803; C -0.590; H 0.357; C -0.204; C -0.444; N 0.481; H 0.331; C 0.277; C -0.552; H 0.358; H 0.345; H 0.330; C -0.256; Cl -0.350; H 0.274



(2)
ORCA calculation (the ωB97M-V functional and the def2-TZVPD basis) on a molecular structure, C20H17N3PdS3Sb.

Geometry as XYZ:
```
45
Properties=species:S:1:pos:R:3:forces:R:3
C 1.283 2.691 -1.861 -0.10 0.08 0.07
N 1.079 -2.803 -1.043 -0.01 -0.22 0.05
C 2.929 -4.307 -1.171 0.00 -0.02 -0.01
H 1.876 3.533 -1.501 -0.03 0.00 0.00
H -4.842 2.501 0.108 0.00 -0.01 -0.01
H 1.896 3.308 1.198 0.01 0.00 0.02
C 3.551 0.418 -0.521 -0.07 -0.02 0.08
C 4.833 -0.030 -0.634 0.02 0.00 0.00
S -1.761 -1.195 -0.980 0.10 -0.05 0.11
H -0.805 -3.577 -1.215 -0.01 -0.03 0.01
C 0.249 -3.831 -1.219 -0.04 0.14 -0.02
H -2.053 -1.168 1.839 0.02 0.00 -0.01
C -1.265 3.209 0.010 0.00 -0.16 -0.10
H -0.017 -5.925 -1.536 0.00 0.00 0.00
H 5.742 0.550 -0.598 0.00 0.01 0.00
H 4.000 -4.457 -1.138 0.00 0.00 0.00
H -1.811 3.063 0.939 0.04 -0.07 -0.01
C -4.966 2.284 2.722 -0.06 -0.01 0.05
H 2.450 -6.369 -1.492 0.00 0.00 0.00
Pd 0.530 -0.791 -0.697 -0.27 0.64 0.28
C 0.697 -5.127 -1.391 -0.02 -0.02 -0.01
C -3.386 0.420 2.357 -0.01 0.01 0.08
C 2.063 -5.365 -1.365 0.00 0.04 0.01
H 2.104 1.620 1.736 0.04 0.00 -0.01
C 2.412 -3.025 -1.009 -0.01 0.06 0.00
C 2.557 -0.610 -0.603 0.19 0.00 -0.19
N -5.594 2.953 3.416 0.02 0.01 -0.02
S 4.910 -1.721 -0.862 -0.04 -0.03 0.03
C -3.315 0.151 3.758 -0.04 0.05 0.06
H -1.946 3.172 -0.837 -0.06 0.02 0.02
C -2.678 -0.121 0.090 -0.18 0.13 -0.16
Sb 0.241 1.736 -0.254 0.28 -0.40 -0.17
N -3.253 -0.063 4.889 0.03 -0.03 -0.02
H 0.527 3.049 -2.560 0.02 0.01 -0.01
C -4.232 1.692 0.486 0.02 -0.03 -0.10
S -3.488 1.382 -2.112 0.00 -0.02 0.17
C -4.192 1.453 1.843 0.02 0.03 0.04
H 0.701 2.560 2.273 -0.03 -0.03 -0.03
H 1.923 1.972 -2.366 0.00 -0.02 0.03
C 3.186 -1.821 -0.797 -0.08 0.06 -0.03
C 1.382 2.378 1.443 0.03 -0.05 -0.05
H 3.333 1.469 -0.392 0.00 0.04 0.04
C -3.476 0.945 -0.452 0.19 -0.15 -0.07
C -2.658 -0.355 1.460 0.05 0.00 -0.16
H -0.719 4.153 0.039 0.01 0.03 0.02
```
Positions in Å, forces in eV/Å.

Computed properties:
total charge = -1
calculated total energy = -2499.35913 a.u.
HOMO = -3.88 eV

So, what does the Mulliken scheme give us? The charges, in e, come out as: C -1.343; N -0.217; C -0.739; H 0.398; H 0.435; H 0.399; C -0.182; C -0.726; S -0.380; H 0.370; C -0.048; H 0.492; C -1.301; H 0.387; H 0.468; H 0.320; H 0.307; C -0.076; H 0.406; Pd -0.403; C -0.885; C 0.451; C -0.199; H 0.398; C 1.147; C -0.457; N -0.582; S -0.309; C -0.121; H 0.325; C 0.106; Sb 1.059; N -0.597; H 0.451; C -0.795; S -0.333; C 0.890; H 0.461; H 0.354; C 0.396; C -1.410; H 0.356; C -0.381; C -0.439; H 0.547



Maximum force / eV Å⁻¹: 1.2, 0.8